{"formula": "C50H80AsF12N6O4", "method": "the ωB97M-V functional and the def2-TZVPD basis", "species": ["C", "C", "C", "N", "C", "C", "C", "C", "C", "C", "H", "H", "H", "H", "H", "H", "H", "H", "H", "H", "H", "H", "H", "H", "H", "H", "H", "H", "H", "H", "C", "C", "C", "C", "N", "C", "C", "C", "C", "C", "C", "C", "H", "H", "H", "H", "H", "H", "H", "H", "H", "H", "H", "H", "H", "H", "H", "H", "H", "H", "H", "H", "H", "H", "H", "H", "As", "F", "F", "F", "F", "F", "F", "N", "C", "C", "C", "C", "H", "H", "H", "H", "H", "N", "C", "C", "C", "C", "H", "H", "H", "H", "H", "N", "C", "C", "C", "C", "H", "H", "H", "H", "H", "N", "C", "C", "C", "C", "H", "H", "H", "H", "H", "C", "C", "C", "C", "C", "C", "H", "H", "H", "H", "H", "H", "C", "C", "O", "C", "O", "C", "F", "F", "F", "H", "H", "H", "H", "H", "C", "C", "O", "C", "O", "C", "F", "F", "F", "H", "H", "H", "H", "H"], "positions_angstrom": [[-9.643, -18.876, 1.810], [-9.401, -19.957, 0.699], [-8.295, -19.516, -0.328], [-7.912, -20.703, -1.312], [-7.231, -21.942, -0.632], [-6.499, -22.878, -1.564], [-5.611, -22.195, -2.560], [-6.363, -21.115, -3.461], [-7.071, -20.078, -2.520], [-9.147, -21.242, -1.978], [-10.323, -19.162, 2.612], [-10.038, -17.984, 1.324], [-8.681, -18.611, 2.248], [-10.374, -19.928, 0.209], [-9.326, -20.914, 1.215], [-7.453, -19.128, 0.245], [-8.666, -18.764, -1.024], [-6.695, -21.553, 0.233], [-7.998, -22.469, -0.065], [-5.925, -23.615, -1.002], [-7.217, -23.494, -2.106], [-4.747, -21.799, -2.025], [-5.229, -23.017, -3.165], [-5.718, -20.562, -4.144], [-7.109, -21.568, -4.114], [-6.230, -19.572, -2.046], [-7.715, -19.506, -3.188], [-8.978, -21.876, -2.848], [-9.637, -20.379, -2.429], [-9.725, -21.753, -1.208], [-9.104, -9.039, -6.658], [-8.256, -9.203, -5.373], [-6.720, -9.146, -5.731], [-5.862, -9.887, -4.614], [-4.366, -9.508, -4.615], [-3.688, -10.070, -3.360], [-2.475, -9.161, -2.950], [-2.796, -7.790, -3.663], [-4.111, -8.000, -4.472], [-3.627, -9.913, -5.930], [-3.748, -11.438, -6.328], [-3.194, -11.581, -7.704], [-10.159, -9.275, -6.512], [-8.684, -9.692, -7.423], [-9.167, -8.025, -7.052], [-8.402, -10.234, -5.050], [-8.577, -8.510, -4.596], [-6.352, -8.167, -6.036], [-6.599, -9.733, -6.641], [-5.993, -10.965, -4.706], [-6.292, -9.584, -3.659], [-3.380, -11.100, -3.542], [-4.405, -10.156, -2.544], [-1.481, -9.536, -3.194], [-2.440, -8.913, -1.890], [-1.947, -7.553, -4.304], [-2.816, -7.021, -2.891], [-4.109, -7.558, -5.468], [-4.977, -7.593, -3.951], [-2.605, -9.547, -5.838], [-4.040, -9.353, -6.769], [-4.745, -11.862, -6.210], [-3.147, -12.055, -5.661], [-2.107, -11.611, -7.631], [-3.618, -10.933, -8.471], [-3.474, -12.586, -8.019], [-1.051, -17.091, -3.395], [-0.097, -16.465, -4.771], [-1.164, -15.396, -2.799], [-2.017, -17.585, -1.988], [-0.880, -18.778, -3.942], [0.435, -17.350, -2.378], [-2.527, -16.931, -4.401], [-8.324, -13.751, -1.506], [-8.681, -13.221, -0.313], [-7.683, -13.359, 0.536], [-6.642, -13.974, -0.193], [-7.058, -14.171, -1.458], [-8.909, -13.990, -2.293], [-9.696, -12.852, -0.306], [-7.631, -13.230, 1.607], [-5.678, -14.157, 0.257], [-6.641, -14.700, -2.302], [2.024, -16.863, 2.546], [2.955, -17.882, 2.741], [3.352, -17.925, 4.069], [2.575, -16.906, 4.666], [1.724, -16.290, 3.759], [1.587, -16.648, 1.661], [3.188, -18.541, 1.917], [4.069, -18.552, 4.577], [2.661, -16.637, 5.708], [1.030, -15.467, 3.849], [0.516, -11.374, 2.218], [0.743, -10.627, 3.342], [-0.441, -10.443, 4.007], [-1.412, -10.915, 3.136], [-0.809, -11.494, 2.012], [1.245, -11.770, 1.642], [1.714, -10.354, 3.725], [-0.606, -10.037, 4.994], [-2.481, -10.872, 3.288], [-1.173, -12.129, 1.218], [0.209, -20.541, -8.464], [1.071, -20.096, -9.391], [1.301, -21.062, -10.309], [0.779, -22.256, -9.781], [0.070, -21.876, -8.620], [-0.263, -20.028, -7.733], [1.224, -19.027, -9.391], [1.776, -21.032, -11.278], [0.778, -23.220, -10.269], [-0.577, -22.475, -7.995], [5.742, -10.977, -0.002], [5.798, -10.030, -1.021], [5.227, -10.337, -2.213], [4.621, -11.553, -2.381], [4.577, -12.514, -1.386], [5.136, -12.202, -0.179], [6.271, -10.769, 0.916], [6.288, -9.079, -0.872], [5.272, -9.595, -2.996], [4.154, -11.758, -3.333], [4.119, -13.474, -1.577], [5.194, -12.909, 0.635], [2.643, -23.927, -3.810], [2.773, -25.478, -3.992], [4.116, -25.883, -3.801], [4.681, -26.207, -2.612], [4.008, -26.321, -1.574], [6.208, -26.271, -2.618], [6.502, -27.504, -2.222], [6.786, -26.073, -3.860], [6.698, -25.356, -1.802], [2.888, -23.526, -2.826], [1.589, -23.673, -3.918], [3.216, -23.356, -4.541], [2.418, -25.678, -5.004], [2.094, -26.043, -3.353], [6.409, -16.087, -6.782], [7.639, -15.422, -6.217], [8.723, -15.794, -7.120], [9.900, -15.218, -7.114], [10.238, -14.236, -6.424], [11.008, -15.935, -8.002], [11.229, -15.189, -9.058], [12.096, -16.141, -7.208], [10.559, -17.162, -8.399], [6.183, -15.643, -7.752], [5.609, -15.915, -6.062], [6.525, -17.161, -6.927], [7.790, -15.731, -5.182], [7.485, -14.344, -6.165]], "lowdin_charge": [-0.09, -0.22, -0.06, -0.21, -0.09, -0.19, -0.17, -0.12, -0.07, -0.01, 0.08, 0.08, 0.07, 0.10, 0.11, 0.13, 0.13, 0.13, 0.12, 0.13, 0.12, 0.12, 0.12, 0.12, 0.10, 0.14, 0.13, 0.11, 0.11, 0.10, -0.11, -0.23, -0.16, -0.09, -0.20, -0.07, -0.11, -0.12, -0.09, -0.07, -0.23, -0.11, 0.07, 0.07, 0.07, 0.10, 0.11, 0.11, 0.10, 0.12, 0.13, 0.13, 0.13, 0.11, 0.11, 0.11, 0.11, 0.12, 0.13, 0.14, 0.12, 0.10, 0.11, 0.09, 0.09, 0.09, 0.87, -0.30, -0.32, -0.31, -0.30, -0.32, -0.32, -0.01, -0.17, -0.11, -0.12, -0.17, 0.15, 0.11, 0.10, 0.10, 0.11, 0.00, -0.14, -0.10, -0.14, -0.13, 0.14, 0.10, 0.09, 0.08, 0.10, 0.00, -0.14, -0.12, -0.14, -0.14, 0.15, 0.11, 0.10, 0.08, 0.10, 0.00, -0.17, -0.13, -0.10, -0.14, 0.16, 0.11, 0.09, 0.09, 0.10, -0.09, -0.10, -0.12, -0.10, -0.09, -0.11, 0.10, 0.10, 0.10, 0.10, 0.11, 0.10, -0.05, -0.19, 0.01, -0.31, 0.12, -0.53, 0.18, 0.13, 0.19, 0.07, 0.07, 0.08, 0.12, 0.12, -0.07, -0.19, 0.03, -0.35, 0.11, -0.51, 0.20, 0.15, 0.13, 0.08, 0.08, 0.08, 0.13, 0.12], "largest_force_ha_per_bohr": 0.0999, "energy_ev": -163718.776, "homo_energy_ha": -0.323, "lumo_energy_ev": -2.16, "gap_ev": 6.6, "charge": 1}